## i
Here is the ion CH4N3 with charge +1 from the OMol25 dataset. Energies are from wB97M-V/def2-TZVPD.

Each line ends with the natural charge from an NBO analysis.
Cartesian coordinates (Å):
N1 -2.87 0.13 0.04  0.39
N2 -1.75 -0.08 0.03  0.15
C1 -0.50 -0.40 -0.18  -0.16
N3 0.46 0.55 0.11  -0.78
H1 -0.49 -0.75 -1.26  0.29
H2 -0.34 -1.25 0.44  0.29
H3 0.42 1.51 -0.32  0.42
H4 0.78 0.47 1.04  0.41

Calculated values
Orbital gap   9.4769 eV
Total charge   +1
Lowest unoccupied orbital energy   -6.49 eV
SMILES   N#[N+]CN



## ii
Here is the ion CH4N3 with charge +1 from the OMol25 dataset. Energies are from wB97M-V/def2-TZVPD.

Each line ends with the natural charge from an NBO analysis.
Cartesian coordinates (Å):
C1 -0.42 0.43 -0.23  0.51
N1 1.46 -0.50 -0.21  -0.37
N2 0.87 0.56 0.06  -0.25
N3 -1.55 -0.06 -0.01  -0.63
H1 2.52 -0.70 -0.27  0.42
H2 1.20 1.52 0.10  0.44
H3 -1.79 -0.80 0.71  0.44
H4 -2.27 0.20 -0.64  0.45

Calculated values
Orbital gap (alpha / beta)   8.9787 / 8.4890 eV
Total charge   +1
Lowest unoccupied orbital energy (alpha / beta)   -5.52 / -5.84 eV



## iii
Here is the ion CH4N3 with charge +1 from the OMol25 dataset. Energies are from wB97M-V/def2-TZVPD.

Each line ends with the natural charge from an NBO analysis.
Cartesian coordinates (Å):
H1 -0.52 1.13 -0.44  0.31
N1 -1.37 0.56 -0.23  -0.37
C1 -0.99 -0.56 0.21  0.15
N2 0.33 -0.82 -0.04  0.09
N3 1.13 0.11 -0.06  -0.31
H2 -1.63 -1.36 0.56  0.26
H3 0.98 1.02 0.43  0.41
H4 2.08 -0.06 -0.42  0.45

Calculated values
Orbital gap   8.9269 eV
Total charge   +1
Lowest unoccupied orbital energy   -7.91 eV
SMILES   [H]/N=C\N=[NH2+]



Which is the most stable structure? i is the most stable.



## i
Here is a cluster of 2 separate species, C5H14O2 in total from the OMol25 dataset. Energies are from wB97M-V/def2-TZVPD.

Each line ends with the natural charge from an NBO analysis.
Cartesian coordinates (Å):
C1 -2.01 1.21 0.01  -0.63
C2 -0.60 0.57 0.12  -0.20
C3 -0.13 0.23 1.66  -0.62
C4 -0.63 -0.80 -0.65  -0.43
C5 -1.12 -0.73 -2.14  -0.07
O1 -0.20 -1.21 -3.17  -0.72
H1 -2.23 1.96 0.93  0.22
H2 -2.88 0.34 0.09  0.20
H3 -2.00 1.75 -0.94  0.22
H4 0.25 1.22 -0.31  0.20
H5 0.94 0.11 1.77  0.22
H6 -0.38 1.14 2.35  0.20
H7 -0.88 -0.56 1.93  0.21
H8 -1.28 -1.53 -0.16  0.20
H9 0.39 -1.19 -0.54  0.22
H10 -1.49 0.18 -2.47  0.16
H11 -1.95 -1.42 -2.18  0.16
H12 -0.78 -1.09 -3.98  0.46
O2 6.07 -0.06 2.51  -0.93
H13 5.34 -0.01 1.85  0.47
H14 5.59 -0.09 3.32  0.46

Calculated values
Orbital gap   10.7970 eV
Lowest unoccupied orbital energy   0.61 eV
SMILES   CC(C)CCO.O



## ii
Here is a cluster of 3 separate species, C5H14O2 in total from the OMol25 dataset. Energies are from wB97M-V/def2-TZVPD.

Each line ends with the natural charge from an NBO analysis.
Cartesian coordinates (Å):
C1 0.56 -3.31 2.54  -0.66
C2 0.90 -3.15 1.07  -0.16
C3 0.53 -2.12 0.29  -0.22
C4 1.38 -1.66 -0.84  -0.44
C5 1.91 -0.22 -0.61  -0.59
H1 1.14 -4.11 3.00  0.22
H2 -0.49 -3.62 2.64  0.21
H3 0.70 -2.37 3.04  0.22
H4 1.25 -4.08 0.63  0.19
H5 -0.53 -1.84 0.36  0.21
H6 2.24 -2.30 -1.03  0.20
H7 0.92 -1.60 -1.84  0.20
H8 2.51 -0.02 0.27  0.21
H9 1.06 0.45 -0.77  0.20
H10 2.57 -0.05 -1.46  0.20
O1 -1.65 5.56 -1.69  -0.95
H11 -0.82 5.88 -1.32  0.48
H12 -2.28 6.28 -1.63  0.48
O2 -4.23 4.33 -0.75  -0.95
H13 -4.02 3.47 -0.39  0.47
H14 -3.66 4.48 -1.50  0.48

Calculated values
Orbital gap   8.9267 eV
Lowest unoccupied orbital energy   0.75 eV
SMILES   C/C=C/CC.O.O



Which is the most stable structure? i is the most stable.



## i
Here is a cluster of 3 separate species, C5H14O2 in total from the OMol25 dataset. Energies are from wB97M-V/def2-TZVPD.

Each line ends with the natural charge from an NBO analysis.
Cartesian coordinates (Å):
C1 0.47 -2.03 -0.72  -0.64
C2 -0.56 -0.99 -0.47  -0.21
C3 -0.83 -0.50 0.71  0.02
C4 -1.82 0.64 0.85  -0.62
C5 -0.23 -0.93 2.05  -0.66
H1 0.04 -3.04 -0.71  0.21
H2 1.00 -1.69 -1.57  0.22
H3 1.20 -2.06 0.08  0.20
H4 -1.06 -0.62 -1.40  0.19
H5 -2.70 0.24 1.40  0.20
H6 -2.13 0.99 -0.09  0.21
H7 -1.46 1.41 1.53  0.21
H8 0.09 -0.20 2.80  0.22
H9 0.69 -1.47 1.82  0.21
H10 -0.92 -1.72 2.32  0.22
O1 3.05 -0.36 2.80  -0.95
H11 2.56 -0.65 3.58  0.47
H12 3.58 -1.07 2.45  0.47
O2 -0.65 3.53 -4.87  -0.92
H13 -1.45 3.78 -4.36  0.46
H14 -1.07 3.78 -5.80  0.46

Calculated values
Orbital gap   9.5980 eV
Lowest unoccupied orbital energy   0.82 eV
SMILES   CC=C(C)C.O.O



## ii
Here is a cluster of 3 separate species, C5H14O2 in total from the OMol25 dataset. Energies are from wB97M-V/def2-TZVPD.

Each line ends with the natural charge from an NBO analysis.
Cartesian coordinates (Å):
C1 -0.16 -2.67 0.67  -0.65
C2 0.23 -1.29 0.27  -0.23
C3 0.54 -0.31 1.12  0.04
C4 0.77 1.10 0.64  -0.65
C5 0.63 -0.46 2.62  -0.66
H1 -1.09 -2.73 1.24  0.21
H2 -0.38 -3.35 -0.15  0.22
H3 0.62 -3.12 1.28  0.22
H4 0.24 -0.92 -0.75  0.19
H5 -0.24 1.48 0.54  0.23
H6 1.36 1.17 -0.25  0.23
H7 1.37 1.74 1.29  0.20
H8 0.10 -1.23 3.18  0.22
H9 0.22 0.43 3.11  0.21
H10 1.70 -0.49 2.81  0.22
O1 -0.18 2.79 -1.53  -0.93
H11 -0.61 3.01 -2.37  0.47
H12 0.17 3.66 -1.30  0.47
O2 -1.91 0.70 -4.34  -0.94
H13 -1.29 0.04 -4.65  0.47
H14 -2.11 0.46 -3.43  0.47

Calculated values
Orbital gap   9.1697 eV
Lowest unoccupied orbital energy   0.63 eV
SMILES   CC=C(C)C.O.O



## iii
Here is a cluster of 3 separate species, C5H14O2 in total from the OMol25 dataset. Energies are from wB97M-V/def2-TZVPD.

Each line ends with the natural charge from an NBO analysis.
Cartesian coordinates (Å):
C1 -1.74 -0.41 2.06  -0.45
C2 -1.11 -0.96 1.04  -0.16
C3 -1.12 -0.40 -0.36  -0.44
C4 -0.39 0.96 -0.50  -0.39
C5 0.01 1.09 -2.01  -0.62
H1 -2.36 0.51 1.96  0.17
H2 -2.11 -0.61 3.07  0.22
H3 -0.60 -1.91 1.18  0.20
H4 -0.64 -1.20 -0.96  0.21
H5 -2.20 -0.15 -0.57  0.22
H6 0.51 0.87 0.11  0.18
H7 -0.93 1.81 -0.06  0.21
H8 1.04 1.48 -2.02  0.21
H9 0.25 0.15 -2.47  0.22
H10 -0.65 1.85 -2.42  0.21
O1 2.06 -0.70 -1.79  -0.96
H11 1.87 -1.31 -2.52  0.48
H12 3.02 -0.62 -1.64  0.48
O2 1.72 -0.41 2.96  -0.93
H13 0.96 0.04 2.57  0.47
H14 2.40 -0.06 2.37  0.46

Calculated values
Orbital gap   9.9328 eV
Lowest unoccupied orbital energy   0.46 eV
SMILES   C=CCCC.O.O



Which is the most stable structure? ii is the most stable.



## i
Here is a cluster of 2 separate species, CH2FO4S in total from the OMol25 dataset. Energies are from wB97M-V/def2-TZVPD.

Each line ends with the natural charge from an NBO analysis.
Cartesian coordinates (Å):
C1 0.12 -0.38 -0.36  -0.28
O1 1.25 0.87 1.81  -0.98
O2 -0.07 -1.22 1.58  -0.98
O3 -1.22 0.95 1.52  -0.98
O4 -0.08 0.89 -1.87  -0.31
F1 -0.36 0.17 -2.98  -0.21
S1 0.01 0.24 1.29  2.33
H1 1.09 -0.66 -0.52  0.21
H2 -0.72 -0.85 -0.48  0.19

Calculated values
Orbital gap   9.9429 eV
Total charge   -1
Lowest unoccupied orbital energy   4.08 eV



## ii
Here is a cluster of 3 separate species, CH2FO4S in total from the OMol25 dataset. Energies are from wB97M-V/def2-TZVPD.

Each line ends with the natural charge from an NBO analysis.
Cartesian coordinates (Å):
C1 0.19 2.14 -0.87  0.31
O1 -0.37 -2.57 -0.54  -0.80
O2 -0.95 2.40 -0.96  -0.52
O3 -1.23 -1.84 1.66  -0.83
O4 0.03 -0.04 0.35  -0.86
F1 1.31 -2.47 1.41  -0.85
S1 -0.53 -1.41 0.41  2.35
H1 0.80 1.49 -1.56  0.11
H2 0.76 2.30 0.10  0.10

Calculated values
Orbital gap   8.3812 eV
Total charge   -1
Lowest unoccupied orbital energy   3.15 eV



Which is the most stable structure? ii is the most stable.